No. 1
# C24H34N2O5

C24H34N2O5 in the gas phase (the ωB97M-V functional and the def2-TZVPD basis, OMol25).

Last column: natural (NBO) charge in e.
Positions of all 65 atoms, in Å:
C -2.984 -4.095 -0.707  -0.60
C -3.641 -2.761 -1.032  -0.51
C -4.755 -2.414 -0.071  0.62
O -5.191 -3.182 0.747  -0.55
C -5.264 -0.986 -0.191  -0.34
H -5.000 -0.573 -1.169  0.21
C -6.777 -0.898 0.030  -0.40
C -7.225 0.562 0.041  -0.41
C -6.435 1.355 1.082  -0.23
N -5.013 1.214 0.842  -0.44
C -4.329 2.229 0.254  0.67
O -4.833 3.313 0.030  -0.61
C -2.895 1.944 -0.074  -0.18
C -2.495 1.870 -1.404  -0.16
C -1.174 1.644 -1.723  -0.28
C -0.212 1.503 -0.720  0.39
C -0.608 1.599 0.610  -0.35
C -1.939 1.818 0.923  -0.12
H -2.234 1.895 1.960  0.21
H 0.104 1.510 1.416  0.22
O 1.056 1.296 -1.162  -0.51
C 2.120 1.108 -0.243  0.10
C 2.134 -0.316 0.324  -0.44
C 3.385 -0.531 1.175  -0.23
N 4.572 -0.266 0.388  -0.44
C 5.385 -1.295 0.063  0.69
O 5.214 -2.410 0.521  -0.64
C 6.556 -1.031 -0.875  -0.51
C 7.784 -0.554 -0.100  -0.05
O 7.607 0.787 0.301  -0.55
C 8.658 1.263 1.100  -0.24
H 8.750 0.679 2.024  0.17
H 9.615 1.223 0.564  0.17
H 8.421 2.296 1.344  0.19
H 7.934 -1.197 0.780  0.18
H 8.680 -0.633 -0.737  0.17
H 6.311 -0.319 -1.660  0.22
H 6.801 -1.991 -1.331  0.25
C 4.620 1.090 -0.101  -0.22
H 5.557 1.282 -0.615  0.24
C 3.419 1.361 -1.011  -0.41
H 3.440 2.391 -1.368  0.22
H 3.446 0.698 -1.876  0.21
H 4.577 1.763 0.764  0.19
H 3.440 -1.564 1.522  0.26
H 3.372 0.140 2.041  0.19
H 1.241 -0.503 0.921  0.22
H 2.137 -1.020 -0.511  0.22
H 2.044 1.839 0.575  0.17
H -0.852 1.580 -2.751  0.23
H -3.228 1.991 -2.188  0.22
C -4.558 -0.150 0.898  -0.20
H -3.477 -0.188 0.764  0.23
H -4.808 -0.568 1.879  0.21
H -6.676 2.418 1.024  0.25
H -6.657 0.986 2.088  0.19
H -8.290 0.626 0.264  0.22
H -7.055 1.006 -0.942  0.20
H -7.297 -1.444 -0.759  0.21
H -7.018 -1.375 0.982  0.22
H -4.079 -2.790 -2.035  0.23
H -2.908 -1.950 -1.025  0.22
H -2.222 -4.336 -1.443  0.21
H -3.729 -4.885 -0.698  0.22
H -2.522 -4.056 0.277  0.21

Summary:
- ΔE to the lowest compared entry with this formula, charge and spin (kJ/mol) = 183.7
- highest occupied orbital energy (eV) = -8.66
- energy (hartree) = -1420.6684



No. 2
# C24H35BCl2N7O2RhS4

C24H35BCl2N7O2RhS4 as an isolated structure at a distorted geometry (the ωB97M-V functional and the def2-TZVPD basis, OMol25).

Last column: Mulliken spin population.
Positions of all 76 atoms, in Å:
Rh 0.968 0.694 -0.648  2.36
C -0.961 -2.726 -4.101  0.00
C -1.467 -3.654 -2.991  0.02
C -2.609 -4.533 -3.622  0.00
C -0.252 -4.535 -2.554  0.00
N -2.013 -2.866 -1.855  0.01
C -3.310 -2.930 -1.271  0.01
C -3.240 -2.222 -0.151  0.00
N -1.991 -1.713 0.039  0.00
B -1.497 -0.702 1.149  0.07
N -1.304 1.879 0.792  0.11
C -2.210 2.374 1.719  -0.05
C -2.334 3.663 1.479  0.09
N -1.599 3.984 0.328  -0.01
C -1.011 2.922 -0.136  0.04
S -0.274 2.667 -1.543  0.23
C -1.477 5.317 -0.374  0.01
C -2.202 5.299 -1.715  0.00
C 0.055 5.652 -0.555  0.00
C -2.089 6.405 0.453  0.00
N -0.360 -1.412 1.914  0.02
C -0.491 -2.692 2.335  0.01
C 0.698 -3.079 2.836  0.00
N 1.586 -2.010 2.612  -0.01
C 0.887 -1.015 2.102  0.05
S 1.459 0.560 1.844  0.23
C 3.028 -2.137 2.761  0.00
C 3.373 -3.491 3.301  0.00
C 3.780 -1.982 1.403  0.00
C 3.505 -1.104 3.823  0.01
C -1.253 -2.068 -1.047  0.01
S 0.389 -1.516 -1.398  0.13
H -0.753 -3.298 -4.991  0.00
H -0.141 -2.227 -3.617  0.00
H -1.719 -1.973 -4.349  0.00
H -2.287 -5.084 -4.526  0.00
H -3.358 -3.816 -3.920  0.00
H -2.984 -5.218 -2.897  0.00
H -0.500 -5.059 -1.672  0.00
H 0.616 -3.904 -2.394  -0.01
H -0.043 -5.311 -3.268  0.00
H -4.021 -3.570 -1.703  0.00
H -3.873 -2.116 0.663  0.00
H -3.692 -0.270 1.772  0.00
H -2.620 1.813 2.516  0.00
H -3.021 4.307 2.001  0.00
H -1.589 4.751 -2.431  0.00
H -2.237 6.305 -2.150  0.00
H -3.159 4.914 -1.667  0.00
H 0.763 4.932 -0.987  0.00
H 0.611 5.838 0.476  0.00
H 0.197 6.555 -1.160  0.00
H -3.129 6.272 0.825  0.00
H -2.108 7.298 -0.158  0.00
H -1.374 6.579 1.299  0.00
H -1.391 -3.224 2.179  0.00
H 1.022 -4.025 3.237  0.00
H 2.885 -4.265 2.722  0.00
H 3.130 -3.480 4.346  0.00
H 4.448 -3.550 3.075  0.00
H 3.466 -2.755 0.706  0.00
H 4.844 -2.055 1.691  0.00
H 3.662 -1.033 0.972  0.00
H 2.820 -1.318 4.634  0.00
H 3.439 -0.051 3.509  -0.01
H 4.511 -1.351 4.112  0.00
Cl 3.939 3.287 -3.505  0.00
C 4.590 2.586 -2.000  0.00
Cl 5.632 3.694 -1.071  0.00
C 3.303 2.105 -1.273  0.00
O 3.060 0.901 -1.460  0.07
O 2.621 2.896 -0.613  0.03
H 5.099 1.745 -2.388  0.00
S -2.714 -0.836 3.805  0.00
C -2.758 -0.610 2.212  0.01
N -0.971 0.594 0.516  0.56

Summary:
- 2S+1 = 5
- ΔE to the lowest compared entry with this formula, charge and spin (kJ/mol) = 194.6
- highest occupied orbital energy (spin up / spin down) (eV) = -7.07 / -7.69
- energy (hartree) = -4117.8463
- <S²> = 6.02



No. 3
# C24H35Br2NO6

A 5-piece molecular cluster, C24H35Br2NO6 overall at a distorted geometry (the ωB97M-V functional and the def2-TZVPD basis, OMol25).

Last column: natural (NBO) charge in e.
Positions of all 68 atoms, in Å:
C 3.062 -2.205 1.950  -0.43
C 4.063 -1.458 1.415  -0.13
C 4.066 0.043 1.582  -0.48
C 2.709 0.660 1.491  -0.09
C 2.174 1.285 0.414  0.12
N 2.761 1.492 -0.857  -0.84
C 0.790 1.842 0.576  0.51
O 0.445 2.928 0.131  -0.51
C -0.134 0.978 1.388  -0.06
C -1.528 0.886 0.947  -0.14
Br -1.675 0.622 -0.930  0.07
C -2.668 0.998 1.651  -0.05
C -4.037 0.903 1.080  -0.68
Br -2.588 1.354 3.503  0.07
C 0.418 0.348 2.445  -0.23
C 1.858 0.578 2.706  0.52
O 2.307 0.712 3.841  -0.52
H 3.245 -3.056 2.589  0.20
H 2.038 -1.907 1.763  0.19
H 4.864 -1.931 0.864  0.22
H 4.448 0.215 2.584  0.25
H 4.756 0.505 0.880  0.21
H 3.766 1.559 -0.778  0.37
H 2.561 0.701 -1.461  0.41
H -4.267 1.776 0.473  0.26
H -4.123 0.034 0.438  0.24
H -4.783 0.825 1.860  0.23
H -0.145 -0.317 3.080  0.27
C -3.027 -3.770 3.292  -0.72
C -2.159 -2.812 4.070  0.61
O -1.212 -2.263 3.561  -0.56
C -2.530 -2.569 5.512  -0.72
H -2.654 -3.853 2.274  0.24
H -3.012 -4.755 3.761  0.23
H -4.056 -3.407 3.268  0.23
H -2.494 -3.506 6.071  0.23
H -3.539 -2.159 5.574  0.23
H -1.830 -1.864 5.952  0.24
C 1.475 0.771 -5.737  -0.72
C 1.396 0.893 -4.234  0.61
O 2.122 0.247 -3.515  -0.57
C 0.376 1.850 -3.680  -0.73
H 2.246 0.053 -6.005  0.23
H 0.517 0.434 -6.135  0.23
H 1.719 1.739 -6.177  0.23
H -0.626 1.551 -3.997  0.23
H 0.580 2.859 -4.038  0.23
H 0.424 1.847 -2.595  0.25
C 2.957 -3.534 -3.230  -0.73
C 3.724 -3.735 -1.949  0.60
O 4.054 -2.813 -1.242  -0.55
C 4.066 -5.160 -1.580  -0.72
H 2.776 -2.475 -3.383  0.25
H 3.532 -3.926 -4.071  0.23
H 2.002 -4.061 -3.179  0.23
H 4.682 -5.611 -2.359  0.23
H 3.153 -5.746 -1.467  0.23
H 4.615 -5.171 -0.641  0.23
C -3.092 4.914 -0.783  -0.73
C -4.490 4.463 -1.130  0.60
O -4.725 3.315 -1.427  -0.55
C -5.579 5.508 -1.087  -0.72
H -2.407 4.071 -0.849  0.25
H -2.767 5.693 -1.474  0.23
H -3.067 5.312 0.233  0.23
H -5.355 6.311 -1.791  0.23
H -5.653 5.929 -0.084  0.23
H -6.529 5.054 -1.355  0.23

Summary:
- highest occupied orbital energy (eV) = -7.99
- energy (hartree) = -6589.6035